No. 1
18 unconnected molecules or ions with the total composition C68H182N26O28. Source: the OMol25 dataset; level of theory: ωB97M-V with the def2-TZVPD basis set.

Structure (XYZ):
```
304
Properties=species:S:1:pos:R:3:mulliken_charge:R:1
C 6.365 4.220 39.170 -0.77
O 5.142 4.721 38.696 -0.25
C 5.084 4.819 37.298 -0.78
C 3.873 5.541 36.908 -0.30
N 3.917 6.913 37.351 -0.33
C 2.740 7.614 37.025 0.75
C 2.782 8.967 37.706 -1.07
O 1.607 9.626 37.341 -0.12
C 1.208 10.734 38.134 -0.65
H 6.308 4.490 40.238 0.22
H 7.292 4.642 38.765 0.32
H 6.310 3.134 38.990 0.29
H 4.898 3.832 36.929 0.40
H 5.977 5.250 36.880 0.43
H 2.875 5.183 37.289 0.19
H 3.920 5.567 35.820 0.29
H 4.140 6.925 38.327 0.34
H 1.847 7.051 37.389 -0.59
H 2.596 7.758 35.959 0.23
H 3.670 9.639 37.527 0.31
H 2.823 8.677 38.781 0.36
H 1.811 11.648 38.072 0.36
H 1.046 10.466 39.172 0.36
H 0.169 10.909 37.787 -0.14
C -12.731 1.473 43.972 -0.74
O -12.437 1.905 42.682 -0.26
C -11.543 1.166 41.853 -0.74
C -11.288 1.880 40.525 -0.57
N -10.448 3.101 40.694 -0.19
C -10.176 3.780 39.448 -0.38
C -9.249 4.917 39.665 -0.17
O -9.780 5.843 40.602 -0.28
C -8.771 6.347 41.388 -0.28
H -11.818 1.393 44.563 0.31
H -13.125 0.436 43.981 0.28
H -13.463 2.204 44.323 0.23
H -11.950 0.138 41.609 0.38
H -10.634 0.800 42.343 0.39
H -12.219 2.069 40.024 0.39
H -10.793 1.160 39.897 0.38
H -10.780 3.829 41.277 0.27
H -11.055 4.152 38.876 0.18
H -9.729 2.986 38.796 0.15
H -8.902 5.398 38.688 -0.15
H -8.318 4.425 40.076 0.30
H -8.667 5.693 42.276 0.42
H -9.121 7.302 41.808 0.14
H -7.767 6.431 40.954 -0.07
C -2.773 1.395 34.401 -0.77
O -2.079 2.560 34.843 -0.35
C -2.668 3.713 34.257 -0.68
C -1.933 4.939 34.671 0.33
N -1.758 5.051 36.166 -0.19
C -0.930 6.240 36.454 -0.31
C -0.776 6.703 37.862 0.69
O 0.098 5.778 38.508 -0.52
C 0.552 6.171 39.802 -0.86
H -2.300 0.537 34.891 0.25
H -2.691 1.326 33.300 0.31
H -3.828 1.461 34.635 0.30
H -3.686 3.739 34.575 0.23
H -2.661 3.722 33.192 0.56
H -2.581 5.769 34.398 -0.44
H -0.963 5.097 34.090 0.30
H -1.335 4.228 36.515 0.32
H -1.332 7.116 35.908 -1.02
H 0.047 6.102 36.019 0.66
H -1.736 6.711 38.393 0.32
H -0.356 7.720 37.840 -0.11
H 1.544 5.782 40.075 0.34
H -0.227 5.940 40.576 0.43
H 0.575 7.283 39.783 0.12
C -6.184 6.273 32.704 -0.82
O -5.604 7.002 33.795 0.14
C -4.675 7.951 33.392 -1.23
C -4.193 8.629 34.615 0.85
N -2.965 9.440 34.348 2.10
C -3.193 10.523 33.423 0.02
C -2.127 11.560 33.587 -1.50
O -2.200 12.065 34.906 -0.37
C -1.248 12.996 35.188 -0.95
H -6.999 6.831 32.285 0.25
H -6.502 5.284 33.092 0.09
H -5.435 6.109 31.927 0.38
H -5.273 8.647 32.764 0.29
H -3.883 7.528 32.740 0.36
H -3.902 7.867 35.349 -0.67
H -4.952 9.291 35.054 0.18
H -2.729 9.878 35.255 -0.99
H -4.149 11.038 33.609 -0.39
H -3.153 10.137 32.358 0.45
H -2.225 12.400 32.877 0.60
H -1.179 11.145 33.410 0.47
H -1.582 13.507 36.108 0.16
H -1.157 13.752 34.416 0.41
H -0.307 12.454 35.318 0.24
C 2.181 15.476 38.456 -0.63
O 1.148 15.614 39.420 -0.34
C 0.095 16.310 38.753 -0.41
C -1.264 16.172 39.491 -0.99
N -1.909 14.835 39.487 0.16
C -1.255 14.043 40.535 -1.22
C -1.865 12.607 40.501 -0.17
O -3.237 12.492 40.929 -0.69
C -4.115 12.541 39.798 -0.81
H 1.872 14.611 37.836 0.16
H 3.025 15.175 39.102 0.24
H 2.337 16.346 37.870 0.38
H -0.068 15.876 37.733 0.28
H 0.313 17.380 38.684 0.39
H -1.933 16.806 38.899 0.45
H -1.120 16.467 40.503 0.44
H -2.880 14.887 39.712 -0.02
H -1.413 14.439 41.553 0.35
H -0.186 14.025 40.337 0.51
H -1.235 11.925 41.015 0.64
H -1.702 12.393 39.454 0.01
H -4.221 11.569 39.321 0.05
H -3.688 13.194 39.090 0.83
H -5.019 13.030 40.054 0.16
C -10.977 8.411 38.219 0.70
O -9.954 9.369 37.896 2.20
C -8.865 8.672 37.385 -1.38
C -7.686 9.510 37.187 0.23
N -7.094 10.067 38.393 2.49
C -6.318 9.074 39.194 -0.03
C -5.183 8.502 38.400 -1.34
O -4.387 9.626 37.950 1.33
C -2.995 9.350 37.730 0.74
H -10.684 7.794 39.093 -0.42
H -11.094 7.787 37.321 -0.04
H -11.852 8.985 38.393 -0.94
H -9.137 8.172 36.479 0.32
H -8.633 7.842 37.990 0.37
H -8.012 10.383 36.561 -1.16
H -6.936 9.002 36.587 -0.01
H -7.789 10.490 39.002 -1.34
H -6.861 8.245 39.663 -0.81
H -5.907 9.594 40.075 -0.35
H -5.427 7.919 37.541 0.50
H -4.557 7.847 39.013 0.57
H -2.873 8.564 36.913 -1.13
H -2.488 8.998 38.669 -0.18
H -2.501 10.295 37.565 0.07
C -11.044 -0.315 35.756 -0.82
O -10.355 0.913 36.163 -0.21
C -9.464 1.351 35.125 -0.86
C -9.215 2.818 35.298 -0.08
N -10.446 3.580 35.314 -0.44
C -10.178 5.000 35.373 -0.11
C -11.511 5.696 35.643 -0.49
O -12.045 5.524 36.935 0.06
C -13.425 5.939 37.004 -0.87
H -11.690 -0.549 36.588 0.22
H -10.371 -1.147 35.450 0.27
H -11.705 0.028 34.969 0.37
H -9.950 1.302 34.152 0.42
H -8.567 0.748 35.237 0.37
H -8.677 3.220 34.426 0.22
H -8.610 3.054 36.218 0.10
H -11.006 3.279 36.077 0.34
H -9.637 5.335 34.492 0.61
H -9.573 5.290 36.272 -0.36
H -12.227 5.281 34.905 0.67
H -11.492 6.787 35.395 -0.05
H -13.726 6.976 36.848 0.31
H -13.573 5.749 38.108 0.26
H -14.132 5.233 36.496 0.28
C -9.478 14.117 34.130 -0.99
O -8.929 12.816 33.685 -0.56
C -7.517 12.755 33.515 0.17
C -7.270 11.522 32.689 0.04
N -7.760 11.813 31.344 -0.26
C -7.766 10.739 30.379 -0.63
C -8.172 11.262 29.035 -0.71
O -9.445 11.892 29.165 -0.28
C -9.958 12.208 27.900 -0.81
H -9.843 14.630 33.233 0.28
H -8.767 14.733 34.703 0.38
H -10.391 13.865 34.739 0.27
H -7.123 12.741 34.542 -0.36
H -7.047 13.599 33.014 0.49
H -7.793 10.638 33.107 -0.01
H -6.237 11.208 32.625 0.10
H -8.680 12.309 31.268 0.33
H -8.406 9.935 30.723 0.34
H -6.776 10.306 30.357 0.29
H -8.224 10.472 28.289 0.45
H -7.422 12.011 28.770 0.36
H -10.727 12.960 28.028 0.24
H -10.321 11.311 27.347 0.26
H -9.148 12.683 27.345 0.34
C -5.529 7.813 42.814 -0.20
O -6.556 8.505 43.408 0.29
C -7.262 7.891 44.419 -0.73
C -6.620 7.880 45.796 -0.53
N -5.926 9.133 46.062 -0.16
C -5.153 9.156 47.287 -1.00
C -4.146 8.032 47.517 -0.46
O -3.217 8.130 46.492 -0.16
C -2.332 7.099 46.399 -0.27
H -5.846 6.797 42.501 0.32
H -4.643 7.696 43.473 0.03
H -5.174 8.363 41.965 -0.31
H -7.447 6.856 44.119 0.31
H -8.196 8.434 44.493 0.29
H -5.943 7.022 45.778 0.25
H -7.440 7.692 46.495 0.37
H -5.470 9.472 45.224 0.22
H -5.923 9.164 48.106 0.32
H -4.563 10.079 47.356 0.40
H -4.553 6.922 47.564 0.36
H -3.583 8.284 48.438 0.42
H -1.759 7.246 45.460 -0.27
H -2.800 6.132 46.369 0.35
H -1.684 7.137 47.284 0.34
C -14.607 13.893 45.949 -0.65
O -15.072 12.765 45.190 -0.41
C -14.043 12.103 44.456 -0.23
C -13.504 12.887 43.201 -0.86
N -12.720 12.073 42.322 0.14
C -13.322 10.843 41.914 -1.28
C -12.899 10.642 40.402 -0.74
O -11.494 10.628 40.294 0.56
C -10.923 9.567 41.143 -0.72
H -13.995 14.586 45.366 0.30
H -14.022 13.500 46.798 0.27
H -15.529 14.424 46.282 0.25
H -14.401 11.141 44.139 0.31
H -13.172 12.038 45.138 0.26
H -12.784 13.663 43.559 0.46
H -14.291 13.377 42.601 0.18
H -11.747 11.988 42.614 0.14
H -14.381 10.933 41.960 0.78
H -13.180 9.940 42.517 0.28
H -13.255 11.512 39.883 0.28
H -13.340 9.740 39.947 0.30
H -11.489 8.581 41.073 0.36
H -10.808 9.891 42.183 0.65
H -9.947 9.354 40.671 -0.57
C -7.097 12.283 41.384 0.14
O -8.028 11.644 40.892 -0.10
N -6.888 13.549 41.161 -0.36
N -6.318 11.625 42.299 -0.20
H -7.529 14.001 40.517 0.17
H -6.218 14.059 41.689 0.20
H -5.695 12.173 42.936 0.18
H -6.788 10.763 42.601 -0.04
C -5.094 5.187 38.058 0.12
O -6.243 5.288 38.484 -0.37
N -4.708 4.939 36.779 0.09
N -4.006 5.138 38.891 -0.21
H -3.709 5.005 36.549 0.08
H -5.468 4.866 36.089 0.06
H -3.098 4.750 38.651 0.16
H -4.135 5.163 39.904 0.19
C -5.503 13.437 36.666 0.01
O -5.381 14.560 36.220 -0.77
N -6.374 13.121 37.645 0.86
N -4.749 12.361 36.388 1.54
H -7.206 13.696 37.857 0.19
H -6.488 12.122 37.778 -0.50
H -3.833 12.438 35.918 -0.16
H -4.990 11.612 37.039 -0.81
C 0.620 8.488 33.843 0.39
O 1.716 8.150 33.499 -0.69
N -0.461 7.975 33.225 -0.18
N 0.327 9.411 34.792 0.31
H -0.187 7.194 32.690 0.25
H -1.401 8.082 33.594 -0.07
H 1.081 9.507 35.499 0.33
H -0.586 9.276 35.275 -0.41
C -1.389 9.155 41.958 0.57
O -1.205 9.264 40.766 -0.25
N -2.269 9.955 42.592 -0.11
N -0.622 8.245 42.702 -0.58
H -2.543 10.669 41.946 -0.01
H -2.566 9.914 43.537 0.12
H -0.383 7.550 42.060 0.18
H -1.003 7.924 43.566 0.17
C -11.117 9.924 34.328 0.57
O -11.857 9.030 34.748 -0.77
N -11.198 10.380 33.065 -0.40
N -10.386 10.704 35.060 0.60
H -10.482 10.862 32.545 0.12
H -11.697 9.733 32.456 0.29
H -9.840 11.487 34.651 0.15
H -10.489 10.624 36.071 -0.43
C -14.797 9.836 36.906 0.33
O -15.179 8.781 36.422 -0.66
N -13.559 10.315 36.682 -0.09
N -15.701 10.378 37.832 -0.53
H -13.234 9.801 35.901 0.19
H -13.514 11.360 36.732 0.24
H -16.284 9.595 38.181 0.26
H -15.342 10.997 38.505 0.26
C -9.712 13.521 38.787 0.40
O -8.840 14.400 38.522 -0.83
N -10.699 13.825 39.660 -0.33
N -9.747 12.281 38.332 0.46
H -10.540 14.675 40.184 0.26
H -11.227 13.069 40.041 0.09
H -10.050 11.564 38.987 -0.52
H -8.946 11.923 37.818 -0.25
```

Properties
ΔE to the lowest compared entry with this formula, charge and spin: 0.00 kcal/mol
Orbital gap: 8.41 eV
Lowest unoccupied orbital energy: 0.20 eV



No. 2
13 unconnected molecules or ions with the total composition C68H78O31. Source: the OMol25 dataset; level of theory: ωB97M-V with the def2-TZVPD basis set.

Structure (XYZ):
```
177
Properties=species:S:1:pos:R:3:mulliken_charge:R:1
C 13.017 -19.020 8.605 -1.14
C 14.308 -19.772 8.413 0.63
C 15.339 -19.481 9.542 1.21
O 15.374 -20.657 10.292 -0.06
C 14.559 -21.582 9.744 0.35
O 14.360 -22.634 10.254 -0.63
O 14.103 -21.181 8.526 -0.46
H 13.161 -17.985 8.803 -0.09
H 12.373 -19.433 9.422 0.32
H 12.405 -19.112 7.708 0.42
H 14.758 -19.653 7.438 0.34
H 14.989 -18.633 10.102 -0.87
H 16.332 -19.323 9.151 -0.13
C 22.778 -16.718 7.625 -1.62
C 21.687 -16.185 8.480 0.36
C 20.896 -15.026 7.740 -0.07
O 19.634 -15.671 7.566 -0.37
C 19.550 -16.793 8.238 0.55
O 18.524 -17.497 8.257 -0.80
O 20.664 -17.150 8.854 -0.16
H 23.450 -17.344 8.216 0.37
H 23.272 -15.883 7.174 0.45
H 22.330 -17.363 6.846 0.36
H 22.117 -15.735 9.410 0.33
H 21.299 -14.929 6.740 0.34
H 20.703 -14.104 8.274 0.00
C 12.747 -21.054 13.686 -1.33
C 13.835 -21.851 14.413 0.34
C 14.784 -22.717 13.520 0.06
O 16.083 -22.124 13.844 -0.36
C 15.984 -21.099 14.643 0.57
O 16.901 -20.456 15.037 -0.58
O 14.747 -20.840 15.000 -0.42
H 12.244 -20.366 14.368 0.39
H 11.973 -21.772 13.396 0.45
H 13.104 -20.560 12.788 0.17
H 13.336 -22.335 15.222 0.27
H 14.655 -22.573 12.461 -0.08
H 14.879 -23.692 13.978 0.31
C 19.300 -12.201 14.462 -1.56
C 17.871 -12.640 14.692 1.68
C 17.578 -14.134 15.100 1.75
O 17.268 -13.921 16.511 -0.22
C 17.037 -12.628 16.760 0.44
O 16.372 -12.222 17.713 -0.66
O 17.347 -11.834 15.732 -0.41
H 19.893 -12.432 15.358 0.33
H 19.382 -11.156 14.239 0.38
H 19.715 -12.777 13.651 0.25
H 17.248 -12.394 13.795 -0.66
H 18.451 -14.805 15.028 -0.75
H 16.712 -14.584 14.678 -0.52
C 15.771 -17.262 18.857 -1.24
C 15.753 -18.270 17.673 0.18
C 15.788 -17.584 16.337 0.95
O 17.157 -17.712 15.937 1.00
C 17.720 -18.718 16.624 -0.29
O 18.880 -19.061 16.495 -0.43
O 16.993 -19.041 17.740 -0.41
H 15.529 -17.681 19.890 0.36
H 14.988 -16.493 18.616 0.26
H 16.704 -16.742 19.014 0.28
H 14.872 -18.925 17.703 0.34
H 15.485 -16.552 16.501 -0.62
H 15.112 -18.069 15.634 -0.04
C 13.650 -12.407 15.583 -0.52
C 13.285 -11.643 14.532 -0.75
C 13.165 -12.202 13.322 -0.11
C 13.323 -13.634 13.160 0.74
C 13.609 -14.432 14.250 -0.38
C 13.824 -13.788 15.489 -0.02
O 14.372 -14.570 16.521 -0.52
O 13.066 -11.412 12.144 -0.46
H 13.845 -11.894 16.512 0.47
H 13.207 -10.589 14.700 0.39
H 13.192 -14.044 12.170 -0.14
H 13.726 -15.518 14.258 0.56
H 14.689 -14.000 17.218 0.32
H 12.574 -10.615 12.334 0.21
C 16.761 -11.480 10.928 -0.72
C 18.156 -11.653 10.929 -0.57
C 18.756 -12.365 9.933 0.55
C 18.035 -13.031 8.926 -0.64
C 16.646 -12.856 8.894 -0.67
C 16.013 -12.092 9.929 0.56
O 14.646 -12.064 9.853 -0.55
O 20.117 -12.633 9.819 -0.50
H 16.278 -10.922 11.731 0.39
H 18.765 -11.229 11.692 0.46
H 18.537 -13.541 8.185 0.68
H 16.045 -13.359 8.099 0.41
H 14.291 -11.661 10.654 0.19
H 20.624 -12.084 10.419 0.28
C 23.507 -18.761 16.548 -0.54
C 22.215 -19.249 16.467 -0.20
C 21.926 -20.387 15.663 0.02
C 22.863 -20.878 14.784 -0.41
C 24.130 -20.327 14.851 -0.83
C 24.437 -19.356 15.733 1.04
O 25.672 -18.805 15.853 -0.56
O 20.663 -20.935 15.589 -0.66
H 23.757 -17.887 17.128 0.41
H 21.355 -18.764 16.983 0.35
H 22.594 -21.578 13.984 0.39
H 24.899 -20.683 14.169 0.24
H 26.219 -19.272 15.228 0.27
H 19.971 -20.367 15.984 0.53
C 13.880 -15.997 7.243 -0.16
C 13.348 -15.639 6.021 -0.48
C 14.147 -15.780 4.864 0.51
C 15.368 -16.385 4.896 -0.56
C 15.931 -16.720 6.122 -0.77
C 15.206 -16.480 7.328 0.36
O 15.705 -16.811 8.563 1.23
O 13.640 -15.447 3.626 -0.58
H 13.261 -15.867 8.162 -0.02
H 12.331 -15.188 6.014 0.26
H 15.905 -16.759 4.024 0.39
H 16.910 -17.094 6.112 0.55
H 16.616 -17.086 8.428 -0.55
H 12.890 -14.857 3.768 0.29
C 16.618 -17.506 12.335 -1.12
C 17.785 -18.111 12.777 -0.46
C 18.976 -17.430 12.808 1.56
C 18.973 -16.127 12.224 -0.83
C 17.802 -15.516 11.809 0.57
C 16.623 -16.229 11.751 0.11
O 15.407 -15.677 11.321 1.59
O 20.111 -17.937 13.239 -0.53
H 15.720 -18.154 12.172 0.10
H 17.751 -19.077 13.186 0.35
H 19.860 -15.549 12.234 0.61
H 17.873 -14.492 11.408 -0.77
H 15.666 -15.090 10.614 -0.71
H 20.071 -18.891 13.423 -0.38
C 10.487 -16.262 11.512 -0.80
C 9.381 -15.483 11.305 -0.62
C 9.507 -14.306 10.591 0.52
C 10.712 -13.920 10.140 -1.17
C 11.909 -14.646 10.389 0.30
C 11.756 -15.846 11.060 0.68
O 12.821 -16.634 11.408 -0.03
O 8.393 -13.511 10.281 -0.57
H 10.466 -17.168 12.135 0.37
H 8.442 -15.822 11.682 0.38
H 10.794 -13.065 9.427 0.38
H 12.844 -14.258 10.021 0.61
H 13.666 -16.221 11.184 -0.36
H 7.717 -14.030 10.692 0.25
C 20.725 -15.732 17.206 -0.70
C 20.933 -16.135 15.844 1.53
C 21.934 -15.573 15.023 0.18
C 22.685 -14.533 15.640 -0.98
C 22.539 -14.214 16.976 -0.69
C 21.487 -14.690 17.745 0.43
O 21.300 -14.297 19.084 -0.55
O 22.121 -15.990 13.786 -0.78
H 19.898 -16.173 17.759 0.47
H 20.405 -17.035 15.548 -0.21
H 23.492 -14.086 15.105 0.51
H 23.160 -13.383 17.342 0.32
H 22.172 -14.069 19.317 0.31
H 21.501 -16.699 13.507 0.27
C 19.875 -21.537 9.420 -0.44
C 20.088 -20.810 10.606 -0.38
C 19.704 -21.375 11.795 -0.39
C 19.121 -22.660 11.813 -0.41
C 19.001 -23.403 10.674 -0.73
C 19.257 -22.744 9.444 1.07
O 18.923 -23.374 8.292 -0.62
O 20.038 -20.671 12.964 0.27
H 20.073 -21.086 8.420 0.13
H 20.489 -19.793 10.560 0.37
H 18.809 -23.085 12.770 0.34
H 18.645 -24.441 10.720 0.38
H 18.956 -22.752 7.502 0.31
H 19.829 -21.174 13.734 -0.02
```

Properties
ΔE to the lowest compared entry with this formula, charge and spin: 19.41 kcal/mol
Orbital gap: 7.64 eV
Lowest unoccupied orbital energy: 0.16 eV



DFT total energy? In order: -169533.1761; -135253.8439 eV.
Max |F|? In order: 4.09; 4.20 eV/Å.